Computed, not measured: a cluster of 2 separate species, C24H24N in total at a distorted geometry, with the ωB97M-V functional and the def2-TZVPD basis.

The value obtained for the energy above the lowest of the compared OMol25 structures with the same formula, charge and spin is 0.00 kcal/mol. Its gap between HOMO and LUMO is 0.17934 hartree. The value obtained for the HOMO energy is -10.231 eV. The calculation puts the LUMO energy at -5.35 eV. The calculation puts the total energy at -26760.9812 eV. Its net charge is +1.

```
49
Properties=species:S:1:pos:R:3:forces:R:3:mulliken_charge:R:1
C -5.441849 -1.205841 2.270462 -0.2531 -0.3232 0.0162 -1.4501
C -4.041807 -0.706373 2.358480 0.0922 0.3037 -0.1918 1.2421
C -3.799019 0.675975 2.371472 0.4088 0.1955 -0.1164 -0.8483
C -2.505153 1.151010 2.460287 0.4026 -0.0954 0.1063 -0.4712
C -1.380126 0.267164 2.570443 -0.5163 -0.1838 0.3822 0.7273
C -0.084867 0.859354 2.644562 -0.1320 -0.4426 -1.7347 -0.3199
C 1.212971 0.274806 2.502974 0.5985 -0.1876 0.1163 1.1710
C 2.349272 1.151966 2.444817 -0.5051 -0.1090 0.1611 -0.5153
C 3.642999 0.668154 2.374969 -0.3730 0.2838 -0.1086 -0.8872
C 3.884255 -0.713475 2.340628 -0.1290 0.3291 -0.0907 1.2118
C 5.284614 -1.216362 2.284632 0.2434 -0.3082 0.0528 -1.4327
C 2.795224 -1.596394 2.327626 -0.3547 0.1010 -0.1221 -1.1412
C 1.493440 -1.123527 2.375974 0.1900 0.1960 0.2896 -0.4639
C -1.665171 -1.133080 2.573668 -0.1587 0.1715 0.0737 -0.4376
C -2.961205 -1.597722 2.424451 0.3198 0.0987 0.0051 -1.0566
H -5.452367 -2.296397 2.250116 -0.1258 0.0902 0.0135 0.3659
H -6.017760 -0.868678 3.139408 0.0681 -0.0451 -0.1047 0.3449
H -5.963318 -0.840177 1.378117 0.1906 0.0257 0.1270 0.3510
H -4.631543 1.377749 2.274280 0.2692 -0.2659 0.1042 0.4046
H -2.307756 2.225811 2.452602 -0.1103 -0.3033 0.0402 0.2956
H -0.107751 1.946132 2.540262 0.0381 -0.4623 0.1758 0.7821
H 2.159858 2.229850 2.452714 0.1737 -0.3427 0.0739 0.3651
H 4.481389 1.367431 2.319638 -0.2818 -0.2525 0.0717 0.4061
H 5.295559 -2.305864 2.272288 0.1071 0.0488 0.0177 0.3711
H 5.823112 -0.861618 1.398869 -0.1936 0.0445 0.0937 0.3480
H 5.847482 -0.872576 3.157760 -0.0524 -0.0274 -0.0711 0.3440
H 2.986053 -2.670351 2.246547 -0.1334 0.3937 0.0305 0.3255
H 0.688012 -1.844224 2.309211 0.4707 0.1918 -0.0010 0.1703
H -0.872315 -1.860981 2.712198 -0.5161 0.2349 -0.0106 0.3748
H -3.153412 -2.670821 2.345461 0.0972 0.3638 0.2060 0.3264
C -1.573584 4.843887 4.152696 -0.1216 0.4862 -0.6364 -1.5005
C -1.227143 3.651820 4.940447 0.8160 -1.1769 0.5233 -0.2626
C -0.188028 2.731447 4.815550 -0.3413 1.0775 0.0606 -0.3655
C -0.230329 1.860993 5.945176 -0.6000 -0.1297 0.6806 0.8527
C -1.389729 2.221913 6.694922 0.9318 0.6187 -0.0776 -0.2776
N -1.940558 3.338084 6.068590 -0.3218 -0.4548 0.0769 0.0343
C -1.658803 1.690538 7.950128 0.0928 -0.3954 0.2125 -0.7276
C -0.766808 0.728571 8.445936 -0.3766 0.4771 -0.1781 -0.5083
C 0.389079 0.368741 7.729496 0.1315 -0.0059 -0.5180 -0.6274
C 0.667763 0.923476 6.478268 -0.4166 -0.0945 0.0630 -0.5011
H -0.806148 5.007042 3.388341 -0.1489 0.1340 0.1783 0.3048
H -2.535116 4.731628 3.625689 0.1916 0.0561 0.2157 0.3284
H -1.638538 5.736861 4.795546 0.0484 -0.2661 -0.2881 0.4281
H 0.626562 2.778056 4.107615 -0.1145 0.3124 0.2281 1.1477
H -2.726969 3.875041 6.419656 0.3149 -0.2646 -0.1661 0.2173
H -2.518918 2.065601 8.516898 0.3768 -0.3706 -0.0769 0.3702
H -0.951394 0.278389 9.419480 0.0498 0.1368 -0.2049 0.3780
H 1.086357 -0.351023 8.161662 -0.2454 0.2025 -0.1030 0.3747
H 1.553850 0.674131 5.890427 -0.1015 -0.0663 0.4039 0.4310
```
Forces are in eV/Å.

Computed, not measured: a structure of composition C33H31FN2NiO4Se at a distorted geometry, with the ωB97M-V functional and the def2-TZVPD basis.

Its gap between HOMO and LUMO (alpha / beta) is 0.19805 / 0.20548 hartree. The value obtained for the HOMO energy (alpha / beta) is -0.877 / -1.075 eV. Its spin multiplicity is 3. The calculation puts the LUMO energy (alpha / beta) at 4.51 / 4.52 eV. The calculation puts the total energy at -154996.3220 eV. Its net charge is -2.

```
73
Properties=species:S:1:pos:R:3:forces:R:3:lowdin_spin:R:1
Ni -0.007782 0.256501 -0.285234 -0.5916 0.0822 -0.4207 1.0176
C -1.362491 5.097951 -1.958636 -0.4226 -1.0840 0.8524 -0.0049
C -0.758716 4.800133 -3.180013 -0.0486 0.4310 -0.4490 0.0015
C 0.072918 3.690561 -3.316529 -0.6981 0.0838 1.1303 -0.0042
C 0.206957 2.771191 -2.258698 -0.4409 0.8106 1.1286 -0.0001
C -0.506099 2.986315 -0.989046 -0.0391 -0.2027 -1.0761 -0.0026
C -1.249062 4.194315 -0.870695 -0.0423 1.0961 -1.2581 0.0038
C 1.152552 1.683763 -2.390140 0.8530 -2.6675 1.0543 -0.0387
C 2.425758 1.955438 -2.966503 0.2601 -0.9878 -0.8847 0.0050
C 3.298245 0.944323 -3.286465 0.0862 -0.7185 -0.5507 -0.0398
C 2.940876 -0.425737 -3.017913 0.8036 0.5244 -0.2764 0.0027
C 3.717623 -1.498416 -3.571389 -0.5380 0.7978 0.2541 -0.0066
C 3.304497 -2.789225 -3.515323 -0.8876 -0.0977 0.6976 0.0056
C 2.141206 -3.058839 -2.691237 0.3817 0.9863 -1.1045 -0.0126
C 1.265317 -2.035174 -2.358992 0.9537 0.0699 0.5955 0.0098
C 1.730757 -0.677539 -2.372450 -1.1804 1.0392 -0.3276 -0.0044
N 0.927263 0.398102 -1.890475 0.7269 0.9099 -2.2396 0.0341
H -2.035145 5.982168 -1.954743 0.4905 -0.6968 0.4305 -0.0003
H -1.055873 5.437040 -4.027588 0.5720 -0.3782 0.2253 0.0002
H 0.551636 3.502525 -4.255892 0.1976 -0.1963 -0.4005 -0.0002
H -1.807172 4.343645 0.046885 0.1003 0.0455 0.0008 0.0003
H 2.638157 2.964250 -3.245021 0.1375 0.4806 -0.1327 0.0013
H 4.178066 1.052119 -3.974818 -0.6527 0.4070 1.0851 -0.0023
H 4.657285 -1.228970 -4.005174 0.3150 0.1407 -0.7578 -0.0003
H 3.692290 -3.523160 -4.243176 0.2753 0.0173 1.1556 0.0005
H 2.001048 -4.050508 -2.312866 -0.7856 -0.6420 -0.5742 -0.0009
H 0.227184 -2.264867 -2.174383 -0.0826 0.1298 0.8834 0.0013
C -3.233708 -0.353954 0.726912 -1.5784 -1.0625 0.6272 0.0082
C -3.025965 0.085866 2.155431 -1.0893 -0.0337 0.4277 0.0007
C -3.603928 1.531577 2.185570 0.7204 0.4789 1.2072 0.0000
C -1.746110 0.003212 2.906463 2.0290 -0.2799 -0.2516 0.0012
C -1.839545 0.189772 4.302705 -0.2844 0.5593 -0.9555 0.0000
C -0.690724 0.426726 5.019881 0.1841 -0.2103 0.2472 0.0011
C 0.544014 0.434229 4.372031 -0.0064 0.9921 1.4760 -0.0003
C 0.707299 0.224479 3.049957 -0.3995 -1.3198 -2.9103 0.0010
C 2.082160 0.363159 2.347986 0.2358 0.1638 1.1502 -0.0005
C 2.265321 1.678038 1.524032 -0.9879 0.0738 0.3648 -0.0026
C 2.693929 -0.755233 1.512803 1.1536 -0.4933 -0.7969 -0.0011
C -0.445555 -0.215876 2.321044 -0.0504 -0.8973 0.8746 0.0026
N -0.295170 -0.964792 1.136233 -0.7134 -1.0149 -0.3698 0.0192
C -0.212472 -2.368106 1.101521 0.5777 2.2580 1.3199 0.0047
C 0.600983 -3.081363 2.064718 -2.1373 0.3232 0.2157 -0.0003
C 0.468933 -4.456403 2.142401 -0.1081 -0.4324 -0.4615 0.0002
C -0.368662 -5.235810 1.317778 -0.1911 0.8667 -0.1265 -0.0012
C -1.157162 -4.528897 0.373557 2.1988 1.0779 0.9118 -0.0002
C -0.939452 -3.155616 0.185745 -1.6178 -0.2786 -0.9131 0.0003
F -1.735584 -2.555628 -0.850549 1.6396 -0.9301 2.0485 0.0042
H -4.307649 -0.137535 0.573305 0.3159 -0.0341 -0.3821 0.0023
H -3.144387 -1.414234 0.566228 0.2844 -0.4304 0.0528 0.0015
H -2.687414 0.137313 -0.035476 0.7123 0.7552 -0.4943 0.0040
H -3.629193 -0.538356 2.842419 -0.6091 0.1453 -0.6690 0.0000
H -3.195871 2.057705 3.105289 -0.3296 -0.1164 -1.3555 0.0000
H -4.688683 1.549774 2.302417 -0.1123 -0.2945 -0.1163 0.0000
H -3.378673 2.021322 1.218161 0.2305 0.0913 0.7700 0.0000
H -2.862937 0.232297 4.728465 0.8068 0.0384 -0.0500 0.0000
H -0.693752 0.654082 6.074073 -0.1994 -0.1462 0.2526 0.0001
H 1.400828 0.679637 4.971314 0.4764 0.1322 0.2261 0.0000
H 2.741596 0.373371 3.246220 -0.0180 0.4941 -0.4836 0.0000
H 3.320717 1.958011 1.568279 0.0399 -0.0098 -0.1340 -0.0002
H 1.663327 2.529017 1.980901 0.5689 -1.0414 -0.9203 0.0000
H 1.982985 1.451199 0.447772 0.1453 0.6885 1.3338 -0.0017
H 2.225494 -0.979634 0.534508 -0.0014 0.4703 0.5655 -0.0004
H 2.760961 -1.728086 2.017250 0.0738 0.3809 0.0858 -0.0001
H 3.753814 -0.407386 1.278791 -1.0664 -0.5273 0.2562 -0.0001
H 0.971355 -2.543053 2.977514 -0.0093 -0.3772 -1.3711 0.0000
H 1.040252 -4.912190 2.917742 0.2932 -0.6584 0.4987 0.0001
H -0.434325 -6.331431 1.436099 -0.0712 0.7732 -0.0487 -0.0001
H -1.909632 -4.979924 -0.195182 -0.8405 -0.7286 -0.9548 0.0000
O -2.783638 1.457685 -2.567655 0.0433 0.6922 -1.0804 0.2125
Se -3.280483 0.034535 -3.210728 1.0061 -1.7992 4.1514 0.3399
O -2.071386 -0.992008 -3.651538 0.0721 0.4938 -1.2290 0.2093
O -0.490487 2.133956 -0.033295 0.0015 0.2544 -0.0862 0.0301
O -4.718719 -0.079349 -3.922575 -1.1320 0.5326 -1.9441 0.2003
```
Forces are in eV/Å.